Entry a
Density functional theory data (ωB97M-V/def2-TZVPD) for a 11-piece molecular cluster, C33H88O33S11 overall.

Results
spin multiplicity = 1
SMILES = CCOS(C)(=O)=O.CCOS(C)(=O)=O.CCOS(C)(=O)=O.CCOS(C)(=O)=O.CCOS(C)(=O)=O.CCOS(C)(=O)=O.CCOS(C)(=O)=O.CCOS(C)(=O)=O.CCOS(C)(=O)=O.CCOS(C)(=O)=O.CCOS(C)(=O)=O
orbital gap = 0.39196 Ha
LUMO = -0.0079 Ha

```
165
Properties=species:S:1:pos:R:3:lowdin_charge:R:1
O -1.84 2.19 -5.19 -0.276
S -0.63 1.57 -4.77 0.638
O -0.58 0.21 -4.26 -0.299
O 0.33 1.66 -6.09 -0.256
C 1.44 0.76 -6.15 -0.276
C 1.11 -0.30 -7.22 -0.055
C 0.35 2.69 -3.70 -0.088
H 1.68 0.21 -5.24 0.081
H 2.31 1.36 -6.42 0.120
H 1.93 -1.02 -7.30 0.079
H 0.90 0.13 -8.20 0.076
H 0.13 -0.69 -6.93 0.077
H -0.21 2.89 -2.79 0.031
H 0.51 3.60 -4.28 0.052
H 1.30 2.18 -3.55 0.045
O -4.45 2.00 5.74 -0.276
S -3.28 1.98 4.91 0.645
O -2.42 0.83 4.98 -0.299
O -3.80 2.15 3.37 -0.261
C -2.98 1.69 2.28 -0.251
C -3.28 0.21 2.02 -0.055
C -2.32 3.56 5.16 -0.071
H -1.92 1.80 2.55 0.075
H -3.20 2.31 1.42 0.106
H -3.00 -0.43 2.86 0.061
H -2.78 -0.14 1.12 0.040
H -4.36 0.14 1.91 0.091
H -2.31 3.68 6.24 0.075
H -2.94 4.28 4.63 0.051
H -1.38 3.48 4.62 0.048
O 4.37 -3.33 0.16 -0.284
S 3.92 -4.15 -0.93 0.617
O 2.74 -4.96 -0.72 -0.286
O 3.75 -3.21 -2.23 -0.251
C 2.89 -2.09 -1.99 -0.277
C 2.18 -1.77 -3.30 -0.042
C 5.23 -5.26 -1.53 -0.081
H 3.42 -1.24 -1.56 0.104
H 2.12 -2.36 -1.26 0.086
H 1.72 -0.79 -3.14 0.060
H 1.43 -2.51 -3.55 0.092
H 2.97 -1.60 -4.04 0.085
H 6.21 -4.83 -1.38 0.071
H 5.02 -5.48 -2.57 0.070
H 5.05 -6.13 -0.90 0.071
O -2.77 -3.75 7.45 -0.266
S -2.20 -3.80 6.12 0.643
O -0.99 -4.55 5.88 -0.294
O -3.41 -4.44 5.23 -0.243
C -3.23 -4.54 3.80 -0.262
C -2.11 -5.39 3.23 -0.083
C -2.10 -2.18 5.38 -0.131
H -3.26 -3.63 3.19 0.109
H -4.22 -4.95 3.60 0.128
H -2.50 -5.92 2.36 0.061
H -1.74 -6.07 4.00 0.078
H -1.24 -4.84 2.88 0.069
H -1.74 -2.20 4.36 0.058
H -1.65 -1.36 5.93 0.069
H -3.12 -1.80 5.23 0.075
O -2.56 7.05 5.24 -0.268
S -1.50 7.15 4.28 0.596
O -0.14 7.30 4.72 -0.277
O -1.64 5.84 3.35 -0.289
C -0.88 5.72 2.14 -0.262
C -0.30 4.34 2.11 -0.048
C -1.81 8.47 3.14 -0.108
H -0.09 6.47 2.11 0.121
H -1.54 5.86 1.28 0.096
H 0.61 4.22 2.71 0.100
H -0.18 3.98 1.09 0.058
H -0.92 3.63 2.66 0.047
H -2.58 9.16 3.48 0.074
H -2.22 7.97 2.26 0.062
H -0.90 9.02 2.93 0.073
O 4.22 -5.49 2.29 -0.274
S 2.92 -5.28 2.83 0.631
O 1.77 -6.02 2.35 -0.304
O 2.95 -5.50 4.45 -0.267
C 1.73 -5.29 5.19 -0.284
C 2.24 -5.26 6.64 -0.058
C 2.61 -3.47 2.77 -0.077
H 0.91 -6.00 5.11 0.109
H 1.37 -4.27 5.05 0.087
H 2.52 -6.21 7.08 0.079
H 1.47 -4.80 7.27 0.072
H 2.99 -4.47 6.67 0.081
H 1.67 -3.30 3.28 0.049
H 2.73 -3.26 1.71 0.030
H 3.38 -3.02 3.40 0.081
O 2.76 1.89 -1.44 -0.292
S 3.94 2.08 -2.26 0.611
O 3.98 1.54 -3.61 -0.287
O 4.23 3.66 -2.25 -0.260
C 4.81 4.29 -3.41 -0.234
C 3.73 4.49 -4.48 -0.070
C 5.38 1.47 -1.35 -0.088
H 5.59 3.71 -3.89 0.118
H 5.26 5.23 -3.10 0.124
H 4.03 5.22 -5.23 0.091
H 2.81 4.78 -3.99 0.049
H 3.48 3.63 -5.10 0.071
H 5.46 2.05 -0.42 0.073
H 6.30 1.74 -1.87 0.072
H 5.22 0.43 -1.06 0.065
O 0.18 8.06 -4.47 -0.287
S 0.07 6.62 -4.64 0.629
O 1.03 5.98 -5.50 -0.286
O 0.13 5.86 -3.20 -0.275
C 1.05 6.41 -2.28 -0.285
C 1.22 5.45 -1.11 -0.036
C -1.63 6.21 -5.14 -0.080
H 0.79 7.42 -1.94 0.121
H 2.05 6.61 -2.71 0.115
H 0.31 5.59 -0.53 0.058
H 2.08 5.64 -0.47 0.092
H 1.21 4.40 -1.40 0.061
H -1.62 5.13 -5.15 0.051
H -1.81 6.68 -6.11 0.078
H -2.22 6.58 -4.30 0.067
O -2.49 -7.43 0.31 -0.304
S -1.61 -8.55 0.53 0.624
O -2.22 -9.86 0.40 -0.291
O -0.37 -8.51 -0.51 -0.247
C 0.18 -7.19 -0.71 -0.270
C 0.96 -7.29 -2.01 -0.071
C -0.74 -8.39 2.12 -0.093
H 0.82 -6.85 0.11 0.097
H -0.58 -6.42 -0.86 0.105
H 1.82 -7.95 -1.84 0.081
H 1.37 -6.33 -2.33 0.058
H 0.43 -7.65 -2.89 0.081
H -1.35 -8.84 2.89 0.078
H -0.62 -7.30 2.15 0.023
H 0.28 -8.75 2.01 0.077
O -0.26 0.27 1.88 -0.280
S 0.17 -0.13 0.56 0.634
O 1.52 -0.62 0.39 -0.274
O -0.88 -1.26 0.02 -0.267
C -0.68 -2.56 0.55 -0.272
C -1.86 -3.43 0.08 -0.036
C -0.14 1.25 -0.54 -0.096
H -0.59 -2.57 1.64 0.110
H 0.26 -3.01 0.22 0.109
H -2.78 -2.89 0.27 0.078
H -1.86 -4.46 0.42 0.061
H -1.77 -3.53 -1.01 0.083
H 0.56 2.03 -0.23 0.062
H -1.18 1.49 -0.32 0.053
H -0.02 0.88 -1.55 0.055
O -2.66 4.49 -0.35 -0.274
S -3.01 3.89 -1.60 0.607
O -2.17 4.04 -2.76 -0.288
O -3.25 2.34 -1.25 -0.285
C -3.89 1.47 -2.22 -0.230
C -3.26 0.07 -2.15 -0.033
C -4.70 4.42 -2.12 -0.076
H -3.94 1.84 -3.24 0.116
H -4.92 1.45 -1.86 0.118
H -3.84 -0.61 -2.77 0.096
H -3.22 -0.32 -1.12 0.061
H -2.19 0.16 -2.32 0.050
H -4.81 5.45 -1.80 0.070
H -5.41 3.75 -1.64 0.065
H -4.81 4.21 -3.18 0.070
```



Entry b
Density functional theory data (ωB97M-V/def2-TZVPD) for a 11-piece molecular cluster, C33H88O33S11 overall.

Results
spin multiplicity = 1
SMILES = CCOS(C)(=O)=O.CCOS(C)(=O)=O.CCOS(C)(=O)=O.CCOS(C)(=O)=O.CCOS(C)(=O)=O.CCOS(C)(=O)=O.CCOS(C)(=O)=O.CCOS(C)(=O)=O.CCOS(C)(=O)=O.CCOS(C)(=O)=O.CCOS(C)(=O)=O
orbital gap = 0.37850 Ha
LUMO = -0.0084 Ha

```
165
Properties=species:S:1:pos:R:3:lowdin_charge:R:1
O 1.05 -5.45 1.05 -0.261
S 0.57 -4.35 1.81 0.543
O 1.46 -3.32 2.24 -0.270
O -0.58 -3.63 0.99 -0.283
C -0.41 -3.63 -0.47 -0.219
C -1.42 -2.70 -1.06 -0.051
C -0.46 -4.91 3.11 -0.116
H -0.50 -4.67 -0.77 0.126
H 0.59 -3.24 -0.70 0.074
H -2.45 -3.03 -0.94 0.079
H -1.19 -2.58 -2.12 0.099
H -1.33 -1.73 -0.58 0.052
H -1.24 -5.55 2.72 0.082
H -0.91 -4.03 3.58 0.070
H 0.15 -5.39 3.87 0.074
O 2.47 3.90 -2.16 -0.268
S 2.60 4.95 -1.22 0.524
O 2.62 4.72 0.17 -0.249
O 3.94 5.70 -1.53 -0.246
C 4.12 6.20 -2.89 -0.250
C 5.33 7.10 -2.87 -0.064
C 1.36 6.15 -1.59 -0.116
H 3.26 6.81 -3.15 0.107
H 4.25 5.36 -3.57 0.125
H 5.24 7.86 -2.08 0.084
H 5.40 7.64 -3.82 0.084
H 6.27 6.58 -2.68 0.083
H 0.53 5.92 -0.92 0.065
H 1.06 6.01 -2.62 0.073
H 1.75 7.14 -1.36 0.079
O 3.25 -2.61 -6.81 -0.252
S 2.94 -1.28 -7.17 0.541
O 1.82 -0.98 -7.99 -0.256
O 2.80 -0.46 -5.83 -0.239
C 2.35 0.89 -6.00 -0.286
C 0.88 1.09 -5.81 -0.073
C 4.43 -0.56 -7.80 -0.111
H 2.68 1.34 -6.95 0.108
H 2.91 1.51 -5.28 0.125
H 0.62 2.15 -5.96 0.093
H 0.54 0.79 -4.83 0.045
H 0.25 0.61 -6.56 0.068
H 4.37 0.52 -7.88 0.059
H 4.69 -1.05 -8.73 0.075
H 5.15 -0.84 -7.03 0.068
O -2.02 -0.93 5.32 -0.257
S -2.70 -1.76 6.24 0.523
O -4.08 -2.04 6.05 -0.266
O -1.95 -3.13 6.29 -0.296
C -2.28 -4.25 7.16 -0.217
C -1.32 -5.34 6.75 -0.059
C -2.45 -1.19 7.89 -0.097
H -3.33 -4.46 6.92 0.122
H -2.16 -4.00 8.21 0.112
H -1.69 -5.92 5.91 0.076
H -1.08 -6.03 7.57 0.086
H -0.39 -4.85 6.47 0.065
H -2.83 -0.17 7.96 0.081
H -1.39 -1.24 8.09 0.063
H -3.07 -1.85 8.49 0.072
O 0.97 -1.30 10.08 -0.255
S 1.41 -2.37 9.26 0.545
O 0.59 -3.50 8.99 -0.280
O 1.84 -1.72 7.89 -0.251
C 2.14 -2.55 6.76 -0.248
C 1.50 -1.94 5.54 -0.050
C 3.03 -2.85 9.82 -0.096
H 1.78 -3.57 6.91 0.108
H 3.23 -2.64 6.64 0.122
H 1.78 -2.56 4.68 0.072
H 1.79 -0.91 5.35 0.074
H 0.42 -2.05 5.62 0.059
H 2.96 -3.75 10.43 0.072
H 3.33 -2.03 10.47 0.070
H 3.71 -2.91 8.98 0.062
O -6.58 -1.63 -3.30 -0.252
S -6.09 -1.51 -1.98 0.542
O -5.07 -2.37 -1.51 -0.261
O -5.59 -0.01 -1.85 -0.268
C -5.06 0.41 -0.57 -0.219
C -3.54 0.28 -0.50 -0.047
C -7.46 -1.56 -0.86 -0.113
H -5.57 -0.13 0.23 0.114
H -5.43 1.43 -0.45 0.096
H -3.11 1.12 -1.04 0.059
H -3.24 -0.68 -0.91 0.057
H -3.19 0.36 0.53 0.087
H -8.00 -0.62 -0.93 0.081
H -7.15 -1.87 0.13 0.070
H -8.10 -2.36 -1.26 0.075
O -1.67 -0.71 -5.02 -0.262
S -2.75 0.11 -5.46 0.550
O -2.54 1.09 -6.47 -0.268
O -3.91 -0.84 -5.95 -0.246
C -4.93 -0.29 -6.81 -0.259
C -6.15 -1.18 -6.74 -0.056
C -3.50 0.79 -4.02 -0.129
H -4.56 -0.22 -7.83 0.123
H -5.18 0.72 -6.48 0.113
H -6.33 -1.52 -5.72 0.058
H -6.02 -2.03 -7.41 0.081
H -6.98 -0.60 -7.12 0.083
H -3.44 0.07 -3.21 0.052
H -4.49 1.15 -4.24 0.066
H -2.89 1.67 -3.82 0.066
O 7.21 -3.02 -3.12 -0.249
S 6.11 -2.14 -3.01 0.525
O 5.33 -1.79 -4.14 -0.271
O 5.18 -2.77 -1.93 -0.244
C 3.91 -2.13 -1.62 -0.235
C 2.80 -3.14 -1.76 -0.044
C 6.60 -0.65 -2.21 -0.123
H 3.75 -1.32 -2.32 0.108
H 3.97 -1.73 -0.61 0.113
H 2.75 -3.84 -0.93 0.083
H 2.83 -3.66 -2.72 0.102
H 1.85 -2.59 -1.81 0.063
H 7.29 -0.11 -2.84 0.076
H 7.07 -0.88 -1.26 0.075
H 5.70 -0.05 -2.09 0.064
O 1.71 0.33 1.18 -0.267
S 0.35 0.65 1.47 0.558
O 0.02 1.96 1.94 -0.255
O -0.49 0.43 0.13 -0.276
C -0.10 1.30 -0.95 -0.238
C -0.50 0.65 -2.25 -0.056
C -0.42 -0.55 2.44 -0.101
H 0.95 1.59 -0.87 0.115
H -0.68 2.23 -0.85 0.087
H -0.63 1.40 -3.03 0.076
H -1.48 0.18 -2.11 0.042
H 0.16 -0.17 -2.54 0.088
H -1.47 -0.27 2.57 0.079
H 0.00 -0.55 3.45 0.068
H -0.39 -1.52 1.96 0.050
O 2.21 1.27 4.04 -0.282
S 3.37 2.11 4.01 0.560
O 3.71 2.86 5.15 -0.261
O 4.64 1.22 3.69 -0.243
C 4.65 0.43 2.48 -0.259
C 4.36 -1.03 2.75 -0.052
C 3.24 3.16 2.56 -0.122
H 5.64 0.55 2.03 0.123
H 3.93 0.79 1.75 0.080
H 4.51 -1.56 1.81 0.074
H 3.37 -1.20 3.14 0.056
H 5.14 -1.43 3.41 0.084
H 2.70 2.52 1.88 0.028
H 4.25 3.47 2.31 0.082
H 2.54 3.95 2.80 0.078
O -4.93 2.95 -2.55 -0.266
S -5.45 3.93 -1.65 0.540
O -6.71 3.73 -1.04 -0.240
O -4.42 4.09 -0.46 -0.236
C -3.02 4.08 -0.75 -0.265
C -2.24 3.71 0.49 -0.064
C -5.43 5.53 -2.36 -0.113
H -2.66 5.06 -1.09 0.122
H -2.78 3.37 -1.55 0.100
H -2.50 2.72 0.87 0.073
H -2.49 4.41 1.29 0.094
H -1.18 3.79 0.30 0.066
H -6.34 5.68 -2.94 0.078
H -4.55 5.65 -3.00 0.074
H -5.35 6.22 -1.53 0.078
```



Entry c
Density functional theory data (ωB97M-V/def2-TZVPD) for a 11-piece molecular cluster, C33H88O33S11 overall.

Results
spin multiplicity = 1
SMILES = CCOS(C)(=O)=O.CCOS(C)(=O)=O.CCOS(C)(=O)=O.CCOS(C)(=O)=O.CCOS(C)(=O)=O.CCOS(C)(=O)=O.CCOS(C)(=O)=O.CCOS(C)(=O)=O.CCOS(C)(=O)=O.CCOS(C)(=O)=O.CCOS(C)(=O)=O
orbital gap = 0.38423 Ha
LUMO = -0.0047 Ha

```
165
Properties=species:S:1:pos:R:3:lowdin_charge:R:1
O 1.18 -7.72 4.81 -0.273
S 1.73 -6.85 3.82 0.585
O 1.24 -6.81 2.47 -0.289
O 1.64 -5.37 4.41 -0.265
C 2.27 -4.28 3.68 -0.247
C 1.93 -3.03 4.47 -0.041
C 3.52 -7.14 3.72 -0.107
H 1.76 -4.28 2.71 0.100
H 3.32 -4.48 3.54 0.091
H 0.85 -2.97 4.59 0.058
H 2.17 -2.10 3.94 0.071
H 2.39 -3.09 5.46 0.087
H 4.04 -6.37 3.15 0.053
H 3.68 -8.12 3.31 0.070
H 3.90 -7.02 4.74 0.072
O -0.73 6.60 0.81 -0.263
S -0.32 5.36 1.41 0.583
O -0.23 4.14 0.66 -0.276
O 1.07 5.46 2.18 -0.274
C 1.44 6.72 2.80 -0.250
C 2.58 6.50 3.76 -0.056
C -1.45 5.11 2.80 -0.084
H 0.57 7.19 3.26 0.115
H 1.70 7.39 1.97 0.117
H 2.19 6.05 4.68 0.080
H 2.96 7.48 4.04 0.088
H 3.43 5.93 3.41 0.067
H -1.07 4.25 3.36 0.037
H -2.45 4.87 2.44 0.062
H -1.44 6.05 3.35 0.065
O 3.17 3.03 2.67 -0.293
S 3.03 1.66 3.10 0.603
O 4.12 0.87 3.58 -0.254
O 1.91 1.64 4.27 -0.257
C 0.80 2.53 4.14 -0.273
C -0.19 2.05 5.20 -0.054
C 2.17 0.79 1.80 -0.093
H 0.38 2.43 3.14 0.102
H 1.08 3.57 4.29 0.106
H -0.63 1.10 4.90 0.067
H -0.95 2.80 5.41 0.075
H 0.30 1.97 6.17 0.087
H 1.71 -0.07 2.27 0.059
H 2.94 0.48 1.10 0.055
H 1.36 1.41 1.41 0.060
O -2.84 -2.06 0.65 -0.283
S -1.46 -2.21 0.30 0.622
O -1.08 -3.10 -0.77 -0.268
O -0.82 -0.74 0.02 -0.264
C -1.17 -0.08 -1.20 -0.252
C -1.04 1.41 -1.02 -0.060
C -0.51 -2.49 1.81 -0.084
H -2.15 -0.36 -1.59 0.107
H -0.41 -0.36 -1.94 0.095
H -0.03 1.76 -0.81 0.057
H -1.70 1.80 -0.24 0.071
H -1.40 1.92 -1.92 0.091
H 0.55 -2.44 1.58 0.047
H -0.91 -3.45 2.14 0.079
H -0.73 -1.65 2.46 0.056
O -4.17 0.03 -3.56 -0.291
S -4.23 -1.10 -4.45 0.592
O -3.45 -1.11 -5.66 -0.281
O -3.82 -2.39 -3.57 -0.309
C -4.45 -2.59 -2.27 -0.207
C -4.30 -4.11 -2.14 -0.046
C -5.96 -1.50 -4.81 -0.102
H -5.46 -2.20 -2.34 0.102
H -3.80 -2.09 -1.55 0.081
H -4.91 -4.51 -1.33 0.085
H -3.24 -4.25 -1.91 0.061
H -4.61 -4.69 -3.01 0.082
H -6.02 -2.54 -5.13 0.077
H -6.29 -0.83 -5.60 0.074
H -6.49 -1.26 -3.90 0.057
O 1.59 1.89 -2.97 -0.284
S 2.45 0.73 -2.89 0.603
O 3.11 0.34 -1.69 -0.268
O 1.61 -0.51 -3.47 -0.287
C 0.98 -0.45 -4.77 -0.227
C -0.43 0.10 -4.67 -0.046
C 3.72 0.94 -4.17 -0.088
H 0.94 -1.49 -5.10 0.103
H 1.65 0.14 -5.40 0.109
H -0.47 0.88 -3.91 0.062
H -1.13 -0.68 -4.38 0.055
H -0.75 0.42 -5.66 0.093
H 3.36 1.59 -4.96 0.074
H 3.76 -0.04 -4.64 0.063
H 4.63 1.19 -3.63 0.063
O 4.59 3.61 -2.66 -0.277
S 4.41 3.69 -1.24 0.602
O 4.95 2.67 -0.39 -0.275
O 5.01 5.13 -0.84 -0.262
C 5.26 5.35 0.56 -0.250
C 5.02 6.81 0.88 -0.072
C 2.69 4.04 -0.84 -0.092
H 6.30 5.09 0.78 0.127
H 4.57 4.76 1.17 0.094
H 5.73 7.53 0.46 0.079
H 5.09 6.97 1.96 0.071
H 4.07 7.22 0.53 0.076
H 1.97 3.76 -1.60 0.053
H 2.47 5.05 -0.51 0.068
H 2.57 3.36 0.01 0.045
O -4.77 6.31 -0.72 -0.257
S -5.76 5.39 -0.24 0.597
O -7.05 5.31 -0.87 -0.287
O -5.07 3.92 -0.28 -0.261
C -5.92 2.80 -0.05 -0.280
C -5.34 1.60 -0.81 -0.055
C -6.03 5.56 1.52 -0.115
H -6.96 2.95 -0.36 0.114
H -5.88 2.56 1.01 0.112
H -6.07 0.80 -0.85 0.081
H -4.45 1.24 -0.29 0.063
H -5.04 1.93 -1.81 0.078
H -6.92 5.02 1.82 0.071
H -6.13 6.63 1.68 0.073
H -5.14 5.23 2.06 0.058
O 2.90 -2.29 0.97 -0.293
S 4.18 -2.84 0.59 0.603
O 4.83 -3.69 1.55 -0.281
O 3.97 -3.75 -0.71 -0.240
C 3.12 -3.22 -1.76 -0.248
C 3.89 -3.14 -3.05 -0.053
C 5.36 -1.61 0.02 -0.084
H 2.68 -2.28 -1.41 0.089
H 2.25 -3.88 -1.84 0.129
H 4.72 -2.43 -3.00 0.079
H 3.26 -2.74 -3.85 0.055
H 4.20 -4.14 -3.36 0.089
H 6.35 -2.01 -0.18 0.081
H 5.37 -0.76 0.70 0.077
H 4.90 -1.24 -0.90 0.039
O 3.32 -3.96 -6.42 -0.275
S 1.98 -4.47 -6.52 0.591
O 1.69 -5.85 -6.84 -0.279
O 1.17 -4.09 -5.19 -0.282
C 0.00 -4.87 -4.86 -0.246
C -0.82 -4.20 -3.80 -0.052
C 1.15 -3.42 -7.73 -0.104
H 0.29 -5.89 -4.62 0.123
H -0.58 -4.99 -5.79 0.112
H -0.81 -4.67 -2.82 0.071
H -1.87 -4.22 -4.12 0.071
H -0.73 -3.11 -3.72 0.076
H 1.29 -2.39 -7.41 0.057
H 0.09 -3.65 -7.78 0.068
H 1.65 -3.69 -8.66 0.072
O -3.23 -3.75 3.52 -0.270
S -2.81 -2.98 4.66 0.577
O -1.60 -3.39 5.30 -0.258
O -2.59 -1.45 4.24 -0.269
C -3.59 -0.74 3.49 -0.278
C -2.99 0.53 2.97 -0.049
C -4.17 -2.81 5.80 -0.109
H -4.45 -0.50 4.12 0.115
H -4.01 -1.39 2.72 0.106
H -3.70 1.01 2.29 0.076
H -2.08 0.35 2.39 0.070
H -2.71 1.21 3.78 0.068
H -5.01 -2.34 5.31 0.064
H -3.82 -2.24 6.66 0.078
H -4.44 -3.83 6.06 0.078
```



Relative calculated energies, zero for the most stable structure, unit kcal/mol: entry a 40.2; entry b 0.0; entry c 4.4.